Entry 1:
2 unconnected molecules or ions with the total composition CH8N3O in a non-equilibrium geometry, computed with the ωB97M-V functional and the def2-TZVPD basis.

Each line ends with the natural charge from an NBO analysis.
Atoms and positions in Å:
C  0.772  -0.223  1.032  0.666
N  0.000  0.000  0.000  -0.755
N  0.272  -0.046  2.244  -0.757
N  2.031  -0.543  0.986  -0.748
H  -0.989  0.259  -0.028  0.453
H  0.443  -0.415  -0.823  0.418
H  -0.657  0.377  2.309  0.426
H  0.812  -0.229  3.094  0.429
H  2.539  -0.697  1.861  0.435
H  2.524  -0.602  0.092  0.433
O  -3.845  -2.437  -1.849  -0.942
H  -3.128  -2.097  -2.432  0.463
H  -4.662  -2.001  -2.181  0.479

Forces on atoms 1 to 3 (eV/Å):
-1.3 0.9 2.6
0.8 -0.7 -2.4
-1.1 0.4 1.1

Calculated values
- Multiplicity: 1
- DFT total energy: -7678.7991 eV
- Energy relative to the best compared isomer or geometry (same formula, charge and spin): 24.1 kcal per mole
- Gap between HOMO and LUMO: 10.6 eV
- LUMO: -3.49 eV
- Charge: +1

***

Entry 2:
C5H8N2 in the gas phase in a non-equilibrium geometry, computed with the ωB97M-V functional and the def2-TZVPD basis.

Each line ends with the natural charge from an NBO analysis.
Atoms and positions in Å:
C  -0.929  1.161  -0.099  -0.630
C  -0.185  -0.165  -0.104  0.085
C  1.263  -0.113  -0.578  -0.512
C  2.105  0.765  0.243  0.288
N  2.760  1.470  0.884  -0.327
C  -0.580  -1.237  0.841  -0.250
N  -0.859  -1.365  -0.590  -0.588
H  -0.235  2.000  0.003  0.232
H  -1.481  1.302  -1.036  0.215
H  -1.638  1.225  0.730  0.222
H  1.299  0.243  -1.615  0.252
H  1.682  -1.123  -0.569  0.262
H  -1.410  -1.032  1.516  0.198
H  0.158  -1.933  1.232  0.200
H  -1.837  -1.172  -0.788  0.355

Forces on atoms 1 to 3 (eV/Å):
0.0 0.0 0.0
0.0 0.1 0.1
0.0 -0.1 -0.1

Calculated values
- Multiplicity: 1
- DFT total energy: -8293.7017 eV
- Energy relative to the best compared isomer or geometry (same formula, charge and spin): 29.9 kcal per mole
- SMILES: C[C@@]1(CC#N)CN1
- Gap between HOMO and LUMO: 10.9 eV
- LUMO: 0.87 eV